# 1
Molecular formula: C3H9NO
Method: DFT, ωB97M-V with the def2-TZVPD basis set

```
! wB97M-V def2-TZVPD RIJCOSX def2/J DEFGRID3
* xyz 0 1
N -2.0117 0.4771 -0.2631
O -1.7839 1.5908 0.4687
H -1.1228 -0.1263 -0.2080
H -2.8123 -0.0668 0.1136
H -2.2158 0.7033 -1.2540
C 0.3777 0.5566 1.3389
C 0.6027 -0.4734 0.5240
C 1.4914 -0.3886 -0.6838
H -0.1861 0.4494 2.2468
H 0.7379 1.5479 1.1194
H 0.2879 -1.4738 0.8050
H 1.4972 0.6191 -1.0896
H 2.5150 -0.6392 -0.3953
H 1.1905 -1.0902 -1.4589
*
```

Kohn-Sham gap = 9.30 eV
E_tot = -249.5658 Ha
Energy relative to the best compared isomer or geometry (same formula, charge and spin) = 92.8 kcal per mole
SMILES = [NH3+][O-].C=CC

=====

# 2
Molecular formula: ClH3P2
Method: DFT, ωB97M-V with the def2-TZVPD basis set

```
! wB97M-V def2-TZVPD RIJCOSX def2/J DEFGRID3
* xyz 0 1
P 0.1410 -0.0523 -0.0478
P -1.8085 0.8520 -0.0254
Cl 2.6479 -1.6955 0.9006
H 0.4682 0.4122 -1.3936
H 0.9439 0.9411 0.5012
H -2.3925 -0.4575 0.0650
*
```

Kohn-Sham gap (alpha / beta) = 7.50 / 5.94 eV
E_tot = -1144.5648 Ha
Energy relative to the best compared isomer or geometry (same formula, charge and spin) = 61.5 kcal per mole

=====

# 3
Molecular formula: C29H65BrF8IN3O23P5
Method: DFT, ωB97M-V with the def2-TZVPD basis set

```
! wB97M-V def2-TZVPD RIJCOSX def2/J DEFGRID3
* xyz 1 1
C 4.6955 5.6436 1.6776
O 3.2382 5.6517 1.6727
C 2.8104 4.5040 0.9108
C 1.2061 4.3829 0.8728
C 0.7024 3.0134 0.1428
N 0.8380 3.2580 -1.3333
C 0.9634 2.0235 -2.1210
N 2.2956 1.7339 -2.7164
I 3.8010 1.7974 -1.3155
N -0.0211 1.1692 -2.3847
C 0.1318 -0.0636 -3.2315
C 1.1091 -1.1721 -2.6122
O 0.4297 -2.2596 -1.9367
C 1.4982 -3.1093 -1.4114
C 1.8917 -2.6894 0.0972
F 3.0469 -1.8225 -0.0384
F 0.8662 -1.8804 0.6520
C 2.3632 -3.9038 1.0327
F 2.7528 -5.0729 0.3085
F 3.5605 -3.4652 1.7047
C 1.3341 -4.3091 2.1944
F 1.4186 -3.3762 3.2538
F 1.8194 -5.5581 2.7356
C -0.1660 -4.5977 1.7119
F -1.0574 -3.5059 2.0180
F -0.2813 -5.0172 0.3603
C -1.4063 1.4087 -1.8193
C -2.1350 2.6778 -2.4645
O -2.9327 3.3998 -1.8239
Br -1.7689 3.1860 -4.3393
H 5.1469 6.2122 2.5641
H 5.1423 4.5871 1.5847
H 5.0171 6.2050 0.7152
H 3.2109 3.5549 1.4101
H 3.1703 4.5716 -0.1740
H 0.7810 5.3251 0.3801
H 0.8505 4.3778 1.9731
H -0.4133 2.9281 0.4396
H 1.3202 2.1448 0.5447
H 0.1179 3.8966 -1.7022
H 2.4898 2.3710 -3.5034
H 0.6230 0.2855 -4.2188
H -0.8526 -0.5521 -3.5309
H 1.8499 -0.6537 -1.9148
H 1.6852 -1.6322 -3.5060
H 2.4747 -2.9960 -2.0230
H 1.2251 -4.2272 -1.5097
H -0.5539 -5.4745 2.3559
H -1.3840 1.4284 -0.6638
H -2.0658 0.4944 -2.0783
C 1.1387 -1.1875 5.2235
O 1.0065 0.2332 5.1873
P -0.2305 0.8568 6.2100
O -0.2023 2.2089 5.5094
O 0.7786 0.8472 7.4998
C 2.0247 1.5209 7.4079
O -1.5144 1.3430 7.2469
C -2.7683 0.7443 6.9335
H 1.9635 -1.4774 4.5724
H 1.3503 -1.5286 6.2411
H 0.2180 -1.6527 4.8615
H 2.0266 2.2932 6.6366
H 2.8094 0.7923 7.1952
H 2.2363 1.9862 8.3709
H -2.7065 -0.3379 7.0702
H -3.0494 0.9735 5.9006
H -3.5260 1.1424 7.6087
C 0.8502 -8.4215 2.6865
O 1.3855 -9.4730 3.4855
P 0.7852 -11.0391 3.0889
O 1.3077 -11.6282 4.3909
O 1.8930 -11.1993 1.8916
C 3.2685 -11.0256 2.1965
O 0.0853 -12.5363 2.6109
C -1.3372 -12.5607 2.6903
H 1.3130 -7.4828 2.9900
H 1.0615 -8.5985 1.6274
H -0.2305 -8.3534 2.8418
H 3.4850 -11.1807 3.2548
H 3.5741 -10.0183 1.9065
H 3.8441 -11.7438 1.6119
H -1.7595 -11.8316 1.9948
H -1.6631 -12.3343 3.7102
H -1.6871 -13.5556 2.4139
C -6.9416 7.4243 -3.4950
O -6.0344 6.8635 -4.4437
P -4.8511 7.9686 -5.0281
O -4.4853 7.0503 -6.1857
O -3.8939 7.6733 -3.7304
C -3.5327 6.3348 -3.4358
O -3.7366 9.1740 -5.5400
C -4.3528 10.3282 -6.1069
H -7.6256 6.6429 -3.1623
H -6.3987 7.8158 -2.6298
H -7.5179 8.2260 -3.9625
H -3.6067 5.6808 -4.3064
H -4.1789 5.9569 -2.6416
H -2.5022 6.3259 -3.0772
H -4.9644 10.8293 -5.3534
H -4.9742 10.0439 -6.9617
H -3.5736 11.0134 -6.4415
C 2.7938 -5.4836 5.6573
O 3.3563 -4.4107 6.4104
P 3.3861 -4.6778 8.1120
O 3.6523 -3.2052 8.3922
O 4.7917 -5.5114 7.9931
C 5.9030 -4.9028 7.3540
O 3.3280 -5.0584 9.7884
C 2.0175 -5.3387 10.2724
H 2.8512 -5.2331 4.6002
H 3.3469 -6.4105 5.8360
H 1.7451 -5.6195 5.9354
H 5.8355 -3.8135 7.3452
H 5.9709 -5.2713 6.3284
H 6.8086 -5.1939 7.8870
H 1.6237 -6.2307 9.7799
H 1.3552 -4.4874 10.0860
H 2.0717 -5.5232 11.3456
C -3.7144 5.0465 -9.0503
O -2.8935 4.8104 -10.1940
P -3.4462 5.5803 -11.6315
O -2.5400 4.7238 -12.5045
O -2.6994 6.9784 -11.2134
C -1.3133 6.9566 -10.9131
O -4.1244 6.3778 -12.9968
C -5.4636 5.9876 -13.2869
H -3.2667 4.5488 -8.1893
H -3.7873 6.1179 -8.8448
H -4.7122 4.6346 -9.2206
H -0.8032 6.0990 -11.3553
H -1.1833 6.9380 -9.8290
H -0.8625 7.8709 -11.3004
H -6.1187 6.2670 -12.4584
H -5.5152 4.9072 -13.4540
H -5.7931 6.5063 -14.1875
*
```

Kohn-Sham gap = 5.86 eV
E_tot = -8415.3242 Ha

=====

# 4
Molecular formula: C20H40BrCl4F7MgNNaO15P3S4
Method: DFT, ωB97M-V with the def2-TZVPD basis set

```
! wB97M-V def2-TZVPD RIJCOSX def2/J DEFGRID3
* xyz 1 1
C 4.0359 1.7687 6.8551
C 5.0353 1.0432 5.7885
O 4.9563 1.7996 4.6052
C 4.4336 -0.3868 5.6547
S 5.3631 -1.4510 4.5220
P 4.5131 -1.2427 2.5071
C 2.7729 -1.8316 2.7647
O 4.3059 0.3309 2.1310
P 7.4223 -0.7914 4.3432
O 7.5962 0.7980 4.1830
O 8.2457 -1.3643 5.6108
S 8.0709 -1.6411 2.7173
H 3.0038 1.5535 6.4528
H 4.1330 2.8409 6.7931
H 4.1635 1.4110 7.8754
H 6.1184 1.0158 6.2607
H 5.2591 2.6798 4.8952
H 4.4942 -0.8541 6.6478
H 3.3613 -0.2985 5.4144
H 2.1832 -1.7118 1.8460
H 2.2716 -1.2128 3.5288
H 2.8148 -2.8641 3.1313
H 5.1448 0.8175 2.0951
H 8.0060 0.9529 3.3079
H 8.4364 -2.2880 5.3646
F 0.9155 -4.7834 3.2674
P 1.2526 -5.1961 1.7306
F 0.0249 -4.1164 1.5883
F 0.5828 -5.9358 0.4206
F 2.7746 -5.3694 2.2146
F 2.0955 -4.2627 0.6481
F 1.0224 -6.7479 2.1844
Mg -1.1671 -6.0177 1.4415
Br 6.3312 2.5804 7.1747
C -4.0809 -1.1152 -0.3834
C -3.1239 -1.8328 0.5399
O -3.7128 -1.7202 1.8408
S -5.3205 -1.7188 1.6925
O -5.7928 -3.0312 1.9424
O -5.8282 -0.5872 2.3782
O -5.3858 -1.4467 0.1107
H -3.9626 -0.0317 -0.3275
H -3.9716 -1.4368 -1.4171
H -2.1291 -1.3914 0.5317
H -3.0564 -2.8961 0.2858
N 0.1696 1.5673 -1.0827
C -0.1713 0.3084 -0.8432
C 0.6404 -0.7748 -1.1394
C 1.8746 -0.5275 -1.7234
C 2.2494 0.7751 -1.9851
C 1.3607 1.7842 -1.6427
H -1.1456 0.1722 -0.3913
H 0.3095 -1.7861 -0.9183
H 2.5418 -1.3453 -1.9763
H 3.2024 1.0065 -2.4399
H 1.6061 2.8245 -1.8216
C -4.7331 4.3943 0.6402
C -4.6637 4.5506 -0.8621
O -3.3199 4.1743 -1.2029
S -2.8092 3.0426 -0.1835
O -2.9856 1.7619 -0.7978
O -1.5746 3.4586 0.3650
O -3.9559 3.2229 0.9244
H -4.2707 5.2411 1.1511
H -5.7526 4.2703 0.9965
H -4.8714 5.5664 -1.1875
H -5.3464 3.8639 -1.3619
F -3.4762 -4.8533 -0.7358
C -7.1102 -0.8831 -7.9056
O -6.1923 -0.7280 -6.8439
C -4.9765 -1.4124 -7.0915
C -3.9091 -0.9588 -6.1165
O -3.2807 0.2603 -6.4976
C -4.0447 1.4431 -6.2869
C -4.1074 1.8602 -4.8319
O -5.1083 1.1236 -4.1487
C -4.9881 1.2556 -2.7498
H -7.3405 -1.9415 -8.0688
H -8.0259 -0.3597 -7.6377
H -6.7113 -0.4411 -8.8253
H -4.6402 -1.2245 -8.1184
H -5.1574 -2.4878 -6.9588
H -3.1115 -1.7059 -6.1247
H -4.2948 -0.9042 -5.0968
H -5.0401 1.3536 -6.7244
H -3.5168 2.2256 -6.8368
H -4.3678 2.9261 -4.7691
H -3.1306 1.6957 -4.3594
H -4.0420 0.8436 -2.4121
H -5.7980 0.6898 -2.2872
H -5.0699 2.3024 -2.4510
Na 2.1603 -3.1433 -1.0863
C 10.6685 2.7032 1.8595
Cl 12.0477 1.6485 2.1817
Cl 9.3214 1.7297 1.2268
Cl 10.1603 3.4921 3.3557
Cl 11.1183 3.9223 0.6641
*
```

Kohn-Sham gap = 1.19 eV
E_tot = -10062.0643 Ha

=====

# 5
Molecular formula: C6H10O
Method: DFT, ωB97M-V with the def2-TZVPD basis set

```
! wB97M-V def2-TZVPD RIJCOSX def2/J DEFGRID3
* xyz 0 1
O 2.4130 -0.7920 -0.1092
C 1.1195 -0.2602 -0.1638
C 1.0029 1.0624 0.5062
C -0.1288 1.6761 0.1503
C -1.1353 0.7928 -0.6850
C -1.3370 -0.4691 0.1934
C 0.0165 -1.2004 0.3618
H 2.3331 -1.6861 -0.4613
H 0.7866 -0.0296 -1.1876
H 1.7641 1.4065 1.2101
H -0.3836 2.6273 0.6332
H -0.8402 0.4053 -1.6866
H -2.0542 1.3319 -0.9006
H -1.6944 -0.0944 1.1516
H -2.1012 -1.1597 -0.1781
H 0.1939 -1.4883 1.4068
H 0.0451 -2.1224 -0.2413
*
```

Kohn-Sham gap = 10.24 eV
E_tot = -309.8087 Ha
Energy relative to the best compared isomer or geometry (same formula, charge and spin) = 21.1 kcal per mole
SMILES = O[C@@H]1C=CCCC1

=====

# 6
Molecular formula: C3H6FN3S
Method: DFT, ωB97M-V with the def2-TZVPD basis set

```
! wB97M-V def2-TZVPD RIJCOSX def2/J DEFGRID3
* xyz 0 1
N 0.3171 1.4520 0.9483
C -0.9349 1.0200 0.4912
C -1.1707 0.0632 -0.4129
F -2.4498 -0.1904 -0.7400
C -0.1678 -0.6164 -1.2445
S -0.3953 -0.9011 -2.8562
N 1.0030 -0.9583 -0.6147
N 1.1160 -1.3222 0.7290
H 0.3123 2.3776 1.3921
H 1.0564 1.4030 0.2444
H -1.7769 1.4781 0.9703
H 1.6878 -1.4093 -1.2006
H 1.0874 -0.4933 1.2996
H 0.3155 -1.9028 0.9939
*
```

Kohn-Sham gap = 8.37 eV
E_tot = -780.1820 Ha
Energy relative to the best compared isomer or geometry (same formula, charge and spin) = 0.0 kcal per mole
SMILES = N/C=C(/F)C(=S)NN

=====

# 7
Molecular formula: C15H14B11Br6CuN6O2
Method: DFT, ωB97M-V with the def2-TZVPD basis set

```
! wB97M-V def2-TZVPD RIJCOSX def2/J DEFGRID3
* xyz 1 2
Cu 0.7266 -1.6145 1.5194
O 3.2043 0.9207 -0.6121
C 2.4956 0.0019 -0.2874
N 2.2918 -0.5584 0.9433
C 3.0527 -0.1157 2.0305
O 4.1259 0.4180 1.9957
C 2.3571 -0.3574 3.3471
C 2.9036 0.0910 4.5318
C 2.1846 -0.0944 5.7015
C 0.9455 -0.7169 5.6482
C 0.4649 -1.1462 4.4288
N 1.1662 -0.9711 3.3030
C 1.7519 -0.7237 -1.3988
C 2.5098 -1.6380 -2.1006
C 1.9283 -2.4361 -3.0680
C 0.5635 -2.2945 -3.3036
C -0.1390 -1.3501 -2.6192
N 0.4366 -0.5278 -1.6909
H 3.8687 0.5783 4.5044
H 2.5833 0.2493 6.6469
H 0.3541 -0.8700 6.5399
H -0.4957 -1.6374 4.3429
H 3.5562 -1.7244 -1.8420
H 2.5153 -3.1661 -3.6093
H 0.0413 -2.9172 -4.0163
H -1.1904 -1.2194 -2.8055
Br -1.7897 -0.7856 1.4728
B -1.6610 0.6438 0.0868
B -2.3272 0.2256 -1.5300
C -2.1873 1.1051 -2.7466
B -0.3587 0.5642 -1.0212
B 0.0816 2.3521 -1.5351
B -1.3206 2.5572 -2.5871
B -3.1458 2.0936 -2.0488
B -3.2294 1.4429 -0.2935
Br -4.8981 0.6509 0.2306
B -3.0139 3.0986 -0.6333
Br -4.2433 4.5187 -0.3249
B -1.2448 3.3245 -0.8521
Br -0.6765 5.1652 -0.5803
B -0.3652 1.9398 0.1041
Br 0.9982 2.2792 1.4227
B -2.0303 2.3478 0.5837
Br -2.2621 2.9030 2.4156
H -2.7591 -0.8784 -1.4959
H -2.3479 0.8044 -3.7749
H -0.1374 1.9010 -2.6927
H 1.1517 2.8377 -1.6481
H -1.2765 3.3217 -3.4900
H -3.9210 2.6741 -2.7415
N -1.7229 -6.0152 -1.8195
C -0.7630 -5.5328 -1.3993
N 0.3941 -5.0131 -0.9473
C 0.3815 -3.8979 -0.3632
N 0.4723 -2.8080 0.0793
*
```

Kohn-Sham gap (alpha / beta) = 5.67 / 5.64 eV
Expectation value of S² = 0.75
E_tot = -18416.9691 Ha
Energy relative to the best compared isomer or geometry (same formula, charge and spin) = 68.3 kcal per mole

=====

# 8
Molecular formula: C29H25ClPPdSe
Method: DFT, ωB97M-V with the def2-TZVPD basis set

```
! wB97M-V def2-TZVPD RIJCOSX def2/J DEFGRID3
* xyz 1 5
C -0.8306 -2.3354 3.2865
C -0.7502 -2.3428 1.8541
C 0.6181 -2.2094 1.4741
H -1.5612 -2.5632 1.1442
C 1.4058 -2.1757 2.6753
C 0.5139 -2.2428 3.7976
H 0.7606 -2.0644 4.8368
H -1.7448 -2.3297 3.8832
H 0.9915 -2.3341 0.4616
H 2.4746 -2.0027 2.6671
Pd 0.1034 -0.6177 2.6700
Cl 2.0153 0.9348 1.3514
P 0.1835 0.1734 -2.2664
C 1.4082 -1.0818 -2.4471
C 1.2347 -2.0218 -3.4961
H 0.2654 -2.1064 -3.9794
C 2.3028 -2.8130 -3.8905
H 2.1974 -3.4802 -4.7468
C 3.5218 -2.7466 -3.2049
H 4.3864 -3.2986 -3.5726
C 3.6384 -1.9686 -2.0417
H 4.5660 -1.9809 -1.4614
C 2.5759 -1.1659 -1.6350
H 2.6126 -0.5926 -0.7012
C -1.5194 -0.3431 -2.3480
C -1.8609 -1.7105 -2.1346
H -1.1008 -2.4026 -1.7687
C -3.1575 -2.1670 -2.3701
H -3.4000 -3.2248 -2.2175
C -4.1472 -1.2814 -2.8218
H -5.1307 -1.6635 -3.1027
C -3.8572 0.0869 -2.9312
H -4.6416 0.7718 -3.2666
C -2.5844 0.5641 -2.6322
H -2.3990 1.6370 -2.5947
C 0.6910 1.8636 -2.4062
C 1.2631 2.2386 -3.6505
H 1.5819 1.4533 -4.3379
C 1.3999 3.5860 -3.9541
H 1.7742 3.8846 -4.9382
C 1.0496 4.5697 -3.0243
H 1.0825 5.6200 -3.3015
C 0.6766 4.1990 -1.7228
H 0.4747 4.9591 -0.9754
C 0.5638 2.8538 -1.3898
H 0.4346 2.5131 -0.3571
Se -2.0578 1.8349 2.2131
C -1.4451 1.6845 3.9399
C -2.2050 1.1565 5.0186
C -1.5852 0.8781 6.2337
C -0.2466 1.2682 6.4549
C 0.5235 1.8231 5.4182
C -0.0554 1.9736 4.1642
H -3.2399 0.8752 4.8190
H -2.1347 0.3704 7.0338
H 0.2114 1.1623 7.4361
H 1.5785 2.0993 5.5538
H 0.5739 2.2322 3.3018
*
```

Kohn-Sham gap (alpha / beta) = 7.45 / 5.94 eV
Expectation value of S² = 6.05
E_tot = -4450.5254 Ha
Energy relative to the best compared isomer or geometry (same formula, charge and spin) = 26.3 kcal per mole